1.
The following is a DFT calculation (the ωB97M-V functional and the def2-TZVPD basis) of a cluster of 8 separate species, C33H41Cl2F7N6O23PS in total at a distorted geometry.

## Properties
- largest force on an atom (hartree/bohr) = 0.0658
- net charge = +1
- DFT total energy (eV) = -155102.9694
- M (g mol⁻¹) = 1156.6
- LUMO (eV) = -2.66
- HOMO-LUMO gap (eV) = 8.34
- HOMO level (hartree) = -0.4041

```
114
Properties=species:S:1:pos:R:3:forces:R:3:mulliken_charge:R:1
C 2.3613 1.4464 -3.4129 0.1 0.2 -0.5 -1.21
C 2.4625 1.5434 -4.7736 0.2 0.7 1.1 -0.85
C 1.5764 2.3580 -5.6534 -2.2 -2.0 -1.6 1.19
C 2.2213 3.5198 -6.4322 0.7 -0.2 -0.4 -1.01
C 3.6682 3.3098 -6.8732 0.5 0.0 -0.2 -0.75
S 4.5302 4.9169 -7.0799 -0.1 0.2 0.4 -0.21
C 6.1400 4.4354 -6.5955 -0.3 -0.3 -1.0 0.57
N 6.9776 3.8438 -7.3847 0.1 0.2 0.7 -0.30
N 8.1056 3.6066 -6.6074 0.2 0.0 0.2 -0.34
C 7.8568 4.0787 -5.4368 -0.3 -0.2 -0.6 0.03
O 6.6115 4.6222 -5.3471 0.3 -0.1 0.2 -0.26
C 0.8490 1.3341 -6.6147 0.0 0.1 1.3 -1.22
N -0.4939 1.9014 -6.7869 0.0 0.5 -0.3 -0.23
C -0.7208 2.7517 -5.7396 0.6 -0.6 -0.6 0.40
N -1.8785 3.3488 -5.5127 0.5 0.4 1.1 -0.08
C -3.0489 3.0958 -6.3738 0.5 -0.9 -0.5 -0.44
Cl -4.2727 4.3483 -6.1825 0.2 0.2 0.0 -0.06
C -3.6148 1.6870 -6.1092 -1.3 0.6 0.4 0.42
C -3.9979 1.4815 -4.6469 -0.2 -0.5 -0.4 -0.97
Cl -5.1024 1.5172 -7.1080 0.3 -0.1 -0.2 -0.12
P -2.0339 4.5243 -4.1496 -1.9 0.6 0.3 0.06
N -1.0910 5.7754 -4.8128 0.4 -0.7 0.1 -0.46
O -1.1050 3.8634 -2.9822 0.8 0.0 -0.5 -0.50
N 0.3905 2.9442 -5.0099 0.2 -0.5 0.8 0.06
H 1.5432 0.9500 -2.8897 -1.0 1.7 0.1 0.50
H 3.1821 1.7894 -2.7898 0.8 -1.9 0.0 0.26
H 3.2599 1.0017 -5.2812 1.0 1.4 0.1 0.68
H 2.1330 4.4511 -5.8763 0.0 -0.1 0.3 0.61
H 1.6296 3.6567 -7.3416 -0.2 0.1 0.1 0.38
H 4.2570 2.7345 -6.1663 -0.1 0.1 0.2 0.43
H 3.7492 2.8055 -7.8344 -0.1 -0.1 0.0 0.43
H 8.4950 4.0592 -4.5725 0.0 0.1 0.1 0.41
H 1.4202 1.0919 -7.5031 -0.3 0.2 -0.3 0.37
H 0.6740 0.4558 -5.9884 0.5 -0.4 -0.4 0.51
H -1.2199 1.2057 -6.8769 -0.1 0.2 -0.6 0.19
H -2.7045 3.1493 -7.4061 0.0 0.1 0.0 0.49
H -2.9741 0.8913 -6.4761 0.2 0.1 0.0 0.04
H -4.3954 2.3913 -4.2026 0.2 0.1 0.1 0.31
H -3.1915 1.0439 -4.0616 0.1 0.3 0.1 0.27
H -4.8065 0.7595 -4.6384 0.0 -0.1 0.1 0.23
H -1.6313 6.2287 -5.5422 0.1 0.2 0.0 0.25
H -0.8183 6.4429 -4.1010 0.1 0.1 -0.1 0.24
H -1.2937 4.2662 -2.1267 -0.2 -0.2 0.1 0.32
H 0.3360 2.8032 -4.0028 -0.1 0.7 0.0 0.30
C 3.1396 -0.3762 1.7500 -0.2 -0.1 0.4 0.15
C 3.5501 0.9132 1.0844 0.3 -0.2 0.3 0.49
O 3.5523 0.5509 -0.2992 -0.4 0.1 0.1 -0.37
C 2.6382 -0.4419 -0.4457 0.0 -0.3 0.0 0.63
O 2.1877 -0.7940 -1.4914 0.0 0.0 0.0 -0.55
O 2.2962 -0.9707 0.7437 0.1 0.2 -0.2 -0.32
F 4.7827 1.2934 1.4613 0.3 0.1 -0.7 -0.29
H 3.9948 -1.0240 1.9400 0.1 0.1 -0.1 0.25
H 2.5934 -0.2258 2.6725 -0.2 -0.1 -0.2 -0.19
H 2.8580 1.7438 1.2366 0.1 0.0 0.0 0.31
C 2.1607 -0.8224 6.5662 0.3 -0.3 0.1 -0.48
C 0.7382 -0.5326 6.9710 0.0 0.2 0.3 0.63
O 0.3764 0.5145 6.0654 0.0 -0.3 -0.2 -0.40
C 1.1127 0.3354 4.9484 0.0 0.0 0.0 0.56
O 0.8891 0.8631 3.8996 0.0 0.1 0.0 -0.47
O 2.1332 -0.5162 5.1624 -0.3 0.0 0.1 -0.26
F 0.6601 -0.0642 8.2406 0.0 0.1 -0.1 -0.34
H 2.8733 -0.1622 7.0634 -0.1 0.1 0.0 0.25
H 2.4473 -1.8555 6.7376 -0.1 -0.1 -0.3 0.31
H 0.0618 -1.3792 6.8526 0.1 0.3 0.0 0.12
C -2.8224 -4.8809 7.9379 -0.2 0.3 0.3 -0.19
C -2.1627 -4.5522 9.2563 0.1 -0.3 0.0 0.26
O -0.8138 -4.3207 8.8649 -0.2 0.4 0.0 -0.32
C -0.8457 -3.8737 7.5871 0.1 -0.1 -0.1 0.70
O 0.0722 -3.3406 7.0414 0.0 -0.3 0.0 -0.63
O -2.0413 -4.0981 7.0190 0.0 0.0 0.2 -0.22
F -2.2020 -5.5944 10.1161 0.1 0.0 0.0 -0.29
H -2.7310 -5.9283 7.6943 0.1 -0.1 0.2 0.07
H -3.8693 -4.5968 7.9035 0.1 0.1 -0.2 0.33
H -2.5503 -3.6632 9.7567 0.0 0.0 0.1 0.30
C -1.0711 0.2088 1.4619 0.1 0.2 0.0 0.02
C -1.0782 -1.2964 1.3577 0.1 -0.1 0.4 0.49
O -2.4628 -1.5913 1.2564 0.1 0.2 -0.4 -0.32
C -3.0572 -0.5175 0.6703 -0.1 0.1 0.1 0.48
O -4.1456 -0.5210 0.2013 -0.1 0.0 0.0 -0.50
O -2.2293 0.5580 0.6872 0.0 -0.2 0.0 -0.34
F -0.5842 -1.8772 2.4749 0.0 -0.1 0.0 -0.24
H -1.2006 0.5458 2.4905 0.0 -0.1 0.0 0.19
H -0.1723 0.6594 1.0505 -0.1 0.1 -0.2 0.03
H -0.5581 -1.6948 0.4848 0.1 -0.1 0.1 0.15
C 3.5178 4.2088 5.1331 0.0 0.3 -0.1 -0.48
C 4.4290 3.5847 6.1656 -0.3 0.0 0.2 0.29
O 4.3225 2.2029 5.8634 0.2 0.1 -0.2 -0.32
C 4.0444 2.1015 4.5331 -0.1 0.0 0.0 0.70
O 4.1398 1.1055 3.9021 0.0 0.0 0.3 -0.44
O 3.6450 3.2962 4.0355 0.1 0.0 0.2 -0.30
F 3.9880 3.7996 7.4250 0.0 -0.1 0.0 -0.29
H 2.4808 4.2305 5.4710 0.0 -0.1 0.1 0.29
H 3.8223 5.2107 4.8438 0.1 -0.1 -0.2 0.27
H 5.4739 3.8904 6.0945 0.0 0.0 0.1 0.28
C -1.7248 -9.0561 4.5701 0.0 -0.1 -0.3 -0.43
C -1.9035 -9.3658 6.0388 0.3 0.1 0.1 0.28
O -2.2679 -8.0998 6.5679 -0.3 -0.2 -0.1 -0.29
C -2.8920 -7.4114 5.5700 0.0 0.2 -0.2 0.69
O -3.5435 -6.4350 5.7391 0.0 -0.1 -0.2 -0.50
O -2.6683 -7.9952 4.3740 0.1 -0.1 0.2 -0.32
F -0.7515 -9.7743 6.6145 0.0 0.0 0.0 -0.27
H -0.7192 -8.6939 4.3539 0.0 0.0 0.2 0.28
H -1.9487 -9.9002 3.9242 -0.2 0.1 -0.1 0.27
H -2.6904 -10.0885 6.2593 0.1 0.0 0.1 0.28
C -6.0364 -2.5498 -2.1456 -0.1 -0.1 0.3 -0.38
C -5.8825 -1.2788 -2.9459 0.2 -0.2 0.0 0.32
O -5.8853 -1.7514 -4.2789 -0.3 0.1 0.1 -0.28
C -6.6281 -2.9048 -4.2955 0.0 -0.2 -0.1 0.52
O -7.0463 -3.4157 -5.2741 0.1 0.0 -0.1 -0.49
O -6.8141 -3.3616 -3.0343 0.1 0.2 0.0 -0.33
F -4.6989 -0.6652 -2.7000 0.1 0.0 -0.1 -0.21
H -5.0744 -3.0281 -1.9595 0.1 0.1 -0.1 0.28
H -6.5496 -2.4012 -1.2002 -0.1 -0.1 -0.1 0.30
H -6.6934 -0.5600 -2.8137 0.1 0.1 0.0 0.28
```
Forces are in eV/Å.



2.
The following is a DFT calculation (the ωB97M-V functional and the def2-TZVPD basis) of a structure of composition C33H41Cl2IrN2O2Te at a distorted geometry.

## Properties
- largest force on an atom (hartree/bohr) = 0.0226
- net charge = +1
- DFT total energy (eV) = -77133.4917
- spin multiplicity = 2
- expectation value of S² = 0.75
- M (g mol⁻¹) = 888.4
- ΔE to the lowest compared entry with this formula, charge and spin (kcal/mol) = 4.7
- LUMO (spin up / spin down) (eV) = -2.98 / -4.82
- HOMO-LUMO gap (spin up / spin down) (eV) = 7.71 / 5.83
- HOMO level (spin up / spin down) (hartree) = -0.3928 / -0.3915

```
82
Properties=species:S:1:pos:R:3:forces:R:3:lowdin_spin:R:1
Ir 0.2929 -0.2286 -0.8100 -0.9 0.8 0.1 0.02
C 1.8502 1.1423 -0.3280 0.0 -0.1 -0.1 0.00
C 0.7630 1.4014 0.5746 0.2 -0.1 0.2 0.00
C 0.5313 0.1560 1.3127 -0.2 -0.1 0.0 0.00
C 1.5533 -0.7571 0.8667 0.2 -0.1 0.0 0.00
C 2.3908 -0.1648 -0.1043 0.3 -0.1 0.0 0.00
C 3.7230 -0.6712 -0.6236 0.0 0.1 0.0 0.00
C 4.7731 0.3228 -0.0983 0.0 0.0 0.0 0.00
C 4.0498 -2.0572 -0.0695 0.0 0.0 0.0 0.00
C 3.7684 -0.6950 -2.1517 0.0 0.0 0.0 0.00
C -0.4055 -0.2384 2.4587 0.1 0.0 0.1 0.00
C -1.8789 -0.0201 2.1258 0.0 0.0 0.0 0.00
C -0.2486 -1.7339 2.7740 0.0 0.0 0.0 0.00
C 0.0090 0.5296 3.7228 0.0 0.0 0.0 0.00
C 0.3326 2.8594 0.7595 0.0 0.0 0.0 0.00
C 0.3383 3.6008 -0.5854 0.0 0.0 0.0 0.01
C 1.4391 3.4536 1.6555 0.0 0.0 0.0 0.00
C -1.0107 3.1313 1.4299 0.0 0.0 0.0 0.00
H 2.2677 1.8606 -1.0133 0.0 0.0 0.0 0.00
H 1.6647 -1.7742 1.2022 0.0 0.0 0.0 0.00
H 4.7457 0.3920 0.9910 0.0 0.0 0.0 0.00
H 4.6222 1.3224 -0.5099 0.0 0.0 0.0 0.00
H 5.7688 -0.0127 -0.3907 0.0 0.0 0.0 0.00
H 4.0916 -2.0504 1.0218 0.0 0.0 0.0 0.00
H 5.0290 -2.3697 -0.4340 0.0 0.0 0.0 0.00
H 3.3259 -2.7959 -0.4010 0.0 0.0 0.0 0.00
H 3.5591 0.2915 -2.5711 0.0 0.0 0.0 0.00
H 3.0520 -1.4114 -2.5512 0.0 0.0 0.0 0.00
H 4.7686 -0.9847 -2.4771 0.0 0.0 0.0 0.00
H -2.1647 -0.6491 1.2787 0.0 0.0 0.0 0.00
H -2.1136 1.0092 1.8859 0.0 0.0 0.0 0.00
H -2.4900 -0.3109 2.9830 0.0 0.0 0.0 0.00
H -0.4691 -2.3578 1.9062 0.0 0.0 0.0 0.00
H -0.9580 -1.9995 3.5582 0.0 0.0 0.0 0.00
H 0.7485 -1.9782 3.1445 0.0 0.0 0.0 0.00
H -0.1479 1.6016 3.6320 0.0 0.0 0.0 0.00
H 1.0640 0.3611 3.9490 0.0 0.0 0.0 0.00
H -0.5757 0.1784 4.5743 0.0 0.0 0.0 0.00
H 1.3337 3.6897 -1.0194 0.0 0.0 0.0 0.00
H -0.0317 4.6146 -0.4323 0.0 0.0 0.0 0.00
H -0.3156 3.1100 -1.3105 0.0 0.0 0.0 0.01
H 2.4239 3.3564 1.1955 0.0 0.0 0.0 0.00
H 1.4667 2.9620 2.6289 0.0 0.0 0.0 0.00
H 1.2405 4.5140 1.8165 0.0 0.0 0.0 0.00
H -1.8417 2.7323 0.8586 0.0 0.0 0.0 0.00
H -1.1456 4.2125 1.4886 0.0 0.0 0.0 0.00
H -1.0585 2.7497 2.4451 0.0 0.0 0.0 0.00
Cl -2.2829 -6.7208 1.9917 0.0 0.0 0.0 0.00
C -1.8991 -5.3207 1.0516 0.0 0.0 0.0 0.00
C -2.8956 -4.3942 0.7558 0.0 0.0 0.0 0.00
C -2.5833 -3.2670 0.0301 -0.1 0.0 0.0 0.00
Cl -3.8452 -2.1221 -0.3157 0.0 -0.1 0.0 0.03
C -1.2805 -2.9890 -0.4382 -0.2 0.3 0.3 0.00
O -1.0824 -1.8348 -1.0316 0.4 -0.5 -0.6 0.05
C -0.3151 -3.9872 -0.1853 0.0 -0.1 0.0 0.00
C 1.0121 -3.9673 -0.7875 0.0 -0.1 -0.1 0.00
O 1.3609 -3.2361 -1.6912 0.1 0.1 0.0 0.00
C -0.6256 -5.1206 0.5774 0.0 0.0 0.0 0.00
H -3.9076 -4.5498 1.1030 0.0 0.0 0.0 0.00
H 1.7056 -4.7355 -0.3937 0.0 0.0 0.0 0.00
H 0.1449 -5.8577 0.7688 0.0 0.0 0.0 0.00
Te -2.0479 0.6419 -1.8987 0.0 -0.1 0.0 0.73
C -3.3200 1.9557 -0.8665 0.0 0.0 0.0 0.07
C -3.3571 3.2808 -1.2912 0.0 0.0 0.0 0.03
C -4.1859 4.1831 -0.6410 0.0 0.0 0.0 0.00
C -4.9858 3.7595 0.4108 0.0 0.0 0.0 0.00
C -4.9704 2.4290 0.8057 0.0 0.0 0.0 0.00
C -4.1372 1.5194 0.1700 0.0 0.0 0.0 0.01
H -2.7429 3.6163 -2.1186 0.0 0.0 0.0 0.01
H -4.2101 5.2158 -0.9627 0.0 0.0 0.0 0.00
H -5.6341 4.4646 0.9136 0.0 0.0 0.0 0.00
H -5.6097 2.0949 1.6124 0.0 0.0 0.0 0.00
H -4.1250 0.4856 0.4862 0.0 0.0 0.0 0.00
N 0.1839 -1.5258 -3.5772 -0.1 0.0 0.0 0.00
C 0.4179 -1.3983 -4.8867 0.1 0.0 0.0 0.00
C 0.9397 -0.1351 -5.0883 0.0 0.0 0.0 0.00
C 0.9896 0.4358 -3.8173 -0.1 0.0 0.0 0.01
N 0.5306 -0.4240 -2.9088 0.3 -0.1 0.0 0.01
H -0.1461 -2.3103 -3.0302 0.1 -0.1 0.0 0.00
H 0.2105 -2.2021 -5.5718 0.0 0.0 0.0 0.00
H 1.2420 0.3064 -6.0204 0.0 0.0 0.0 0.00
H 1.3202 1.4153 -3.5138 0.0 0.0 0.0 0.00
```
Forces are in eV/Å.